C6H14N2 | ωB97M-V/def2-TZVPD

Calculated values
relative energy (zero: lowest compared OMol25 entry of this formula, charge and spin) = 37.8 kcal/mol
charge = 0
SMILES = C[C@H](N)CC/C=C/N
spin multiplicity = 1
lowest unoccupied orbital energy = 1.04 eV

Atoms and positions in Å:
H  0.97  -1.95  2.94
H  -2.08  1.82  -1.65
H  -0.52  3.20  -2.83
H  0.67  0.51  1.40
C  -0.58  0.38  -1.24
H  -1.30  -1.22  1.72
H  0.72  2.28  -2.60
H  -0.37  -2.18  0.57
H  2.80  -0.98  1.25
H  2.04  -0.01  -0.14
C  0.67  -0.59  1.41
C  1.97  -0.84  0.57
H  0.43  0.02  -1.18
H  -2.18  0.22  0.21
H  -1.87  -1.27  -0.81
H  1.99  -1.71  -0.09
C  -1.46  -0.40  -0.29
C  -1.07  1.48  -1.83
N  0.81  -0.95  2.84
H  1.63  -0.40  3.10
C  -0.65  -1.16  0.85
N  -0.29  2.22  -2.72

C6H14N2 | ωB97M-V/def2-TZVPD

Calculated values
relative energy (zero: lowest compared OMol25 entry of this formula, charge and spin) = 92.2 kcal/mol
charge = 0
SMILES = CC(C)C(N)N.C#C
spin multiplicity = 1
lowest unoccupied orbital energy = 0.95 eV

Atoms and positions in Å:
H  1.00  0.33  0.67
H  -1.97  1.17  0.39
H  1.21  2.32  -0.88
C  -0.78  -0.43  -0.12
H  1.06  -0.26  -2.38
H  -1.03  -1.53  -1.81
H  -1.63  -2.25  -0.47
C  0.46  0.36  -0.38
C  0.25  1.84  -0.70
N  -2.02  0.33  -0.17
H  -0.50  -1.46  3.07
H  1.61  -1.34  -1.09
N  -0.87  -1.68  -0.82
C  0.15  -0.86  2.47
H  2.03  0.35  2.73
H  -0.57  -0.78  1.09
H  -0.37  1.96  -1.59
H  2.39  0.24  -1.33
H  -2.80  -0.23  0.17
C  1.44  -0.30  -1.35
H  -0.23  2.37  0.12
C  1.16  -0.15  2.38

C6H14N2 | ωB97M-V/def2-TZVPD

Calculated values
relative energy (zero: lowest compared OMol25 entry of this formula, charge and spin) = 114.0 kcal/mol
charge = 0
spin multiplicity = 1
lowest unoccupied orbital energy = 1.05 eV

Atoms and positions in Å:
H  1.22  -2.59  -0.49
H  2.22  -1.45  0.39
H  -1.78  -0.86  -1.75
C  0.36  -0.67  -0.26
H  2.31  0.77  1.10
H  2.49  1.43  -0.56
H  -2.03  -1.74  1.20
H  -1.16  -2.38  -1.10
H  -0.29  2.44  -0.44
H  -2.64  -0.21  0.54
H  2.08  3.33  0.86
H  -0.94  1.63  -1.79
N  1.34  2.63  0.74
C  1.84  1.34  0.30
N  -0.71  1.57  -0.81
H  0.79  -2.17  1.17
H  -3.38  -1.74  0.07
C  0.10  0.53  -0.50
C  -1.44  -1.36  -0.84
C  1.19  -1.77  0.24
H  0.85  2.54  1.62
C  -2.42  -1.26  0.30

C6H14N2 | ωB97M-V/def2-TZVPD

Calculated values
relative energy (zero: lowest compared OMol25 entry of this formula, charge and spin) = 32.0 kcal/mol
charge = 0
SMILES = C[C@H](N)CC/C=C/N
spin multiplicity = 1
lowest unoccupied orbital energy = 1.13 eV

Atoms and positions in Å:
H  0.75  0.27  -3.21
C  -0.57  -0.16  -1.82
C  -1.17  -1.42  -2.41
H  -2.05  -1.24  -3.03
H  -0.69  1.11  -3.47
H  -0.40  -1.90  -3.03
H  -1.11  0.42  2.53
H  -1.34  -2.10  -1.58
H  -0.18  1.96  4.21
C  0.21  -0.86  0.62
H  -1.35  0.30  -1.21
H  0.49  -1.84  0.98
H  1.33  0.23  -0.93
H  1.79  0.17  1.76
H  1.16  -1.35  -1.32
C  0.57  -0.56  -0.83
H  -0.89  -0.93  0.57
N  0.46  1.59  3.51
C  -0.05  0.65  2.60
N  0.00  0.81  -2.79
H  1.17  1.20  4.11
C  0.72  0.15  1.61

C6H14N2 | ωB97M-V/def2-TZVPD

Calculated values
relative energy (zero: lowest compared OMol25 entry of this formula, charge and spin) = 57.6 kcal/mol
charge = 0
SMILES = C=C[C@](C)(N)N(C)C
spin multiplicity = 1
lowest unoccupied orbital energy = 0.97 eV

Atoms and positions in Å:
N  0.56  -1.52  -0.88
H  -1.27  -1.32  1.43
H  1.56  -1.68  -0.78
H  -3.30  -0.09  -1.67
C  -2.50  -0.20  -0.93
H  0.03  -2.11  -0.25
C  1.44  0.82  1.45
H  1.37  0.80  2.54
C  -1.25  0.15  -1.24
H  -0.40  -0.53  2.73
H  -2.78  -0.69  -0.01
H  1.36  1.87  1.15
N  0.28  -0.03  0.81
C  0.26  -0.15  -0.60
H  2.30  0.47  -1.18
H  1.09  0.62  -2.46
H  -1.52  0.43  1.76
C  1.25  0.74  -1.38
C  -0.79  -0.38  1.71
H  -1.18  0.59  -2.24
H  2.41  0.41  1.17
H  1.10  1.80  -1.15

C6H14N2O | ωB97M-V/def2-TZVPD

Calculated values
relative energy (zero: lowest compared OMol25 entry of this formula, charge and spin) = 78.1 kcal/mol
charge = 0
SMILES = CC[C@@H](O)[C@H]1N[C@H]1CN
spin multiplicity = 1
lowest unoccupied orbital energy = 0.74 eV

Atoms and positions in Å:
H  2.24  1.10  -0.84
H  3.24  -0.85  -1.09
H  1.03  -0.03  -1.33
C  -1.76  -0.85  -0.68
C  1.61  0.35  -0.54
H  -1.04  -1.33  -1.25
N  -1.42  0.24  1.72
H  -0.49  1.99  -0.69
C  -1.16  -0.90  0.80
H  -2.33  0.61  -1.97
C  0.78  0.97  0.59
H  2.01  -1.79  -0.14
H  -2.99  0.94  -0.58
C  -0.01  -0.08  1.28
H  -1.25  -1.91  1.17
O  0.07  2.07  0.16
H  1.44  1.36  1.36
C  2.59  -0.78  -0.20
H  3.23  -0.59  0.75
H  0.63  -0.51  2.12
N  -2.05  0.59  -0.98
H  -1.74  0.92  1.06
H  -2.64  -1.51  -0.74